{
  "formula": "C6H10",
  "method": "ωB97M-V/def2-TZVPD",
  "species": ["C", "C", "C", "C", "C", "C", "H", "H", "H", "H", "H", "H", "H", "H", "H", "H"],
  "xyz": [[-0.871, -0.905, 1.409], [-0.662, 0.407, 0.656], [0.765, 0.937, 0.542], [1.389, 0.219, -1.003], [0.305, -0.711, -1.494], [-0.341, 0.395, -0.816], [-0.916, -0.743, 2.495], [-1.802, -1.408, 1.115], [-0.042, -1.594, 1.219], [-1.466, 1.123, 0.889], [0.781, 2.036, 0.561], [1.481, 0.481, 1.190], [1.656, 0.944, -1.785], [0.238, -1.707, -1.066], [0.050, -0.679, -2.553], [-0.691, 1.252, -1.366]],
  "homo_ha": -0.2721,
  "homo_lumo_gap_ha": 0.312,
  "e_tot_ha": -234.454243,
  "e_above_lowest_kj_mol": 389.28,
  "multiplicity": 1
}

***

{
  "formula": "C21H26BrN3O3S",
  "method": "ωB97M-V/def2-TZVPD",
  "species": ["C", "C", "O", "N", "C", "C", "C", "C", "C", "C", "C", "H", "H", "C", "H", "H", "H", "Br", "H", "S", "O", "O", "N", "H", "C", "C", "H", "H", "C", "N", "C", "H", "H", "H", "C", "C", "C", "C", "C", "C", "C", "H", "H", "H", "H", "H", "H", "H", "H", "H", "H", "H", "H", "H", "H"],
  "xyz": [[5.225, 1.083, 0.964], [3.874, 0.750, 0.656], [3.354, -0.167, 1.041], [3.056, 1.681, -0.023], [1.729, 1.355, -0.617], [1.057, 0.302, -0.920], [-0.289, 0.339, -1.251], [-0.908, 1.684, -1.482], [-0.333, 2.860, -1.012], [1.059, 2.711, -0.492], [1.895, 4.042, -0.010], [1.592, 4.265, 0.880], [1.947, 4.530, -0.796], [3.342, 3.223, -0.023], [3.835, 3.333, -1.126], [3.887, 3.396, 0.900], [-0.777, 3.611, -0.888], [-2.693, 1.699, -1.935], [-0.542, -0.308, -1.910], [2.052, -0.992, -1.417], [3.377, -0.581, -1.839], [1.242, -1.430, -2.519], [2.127, -2.122, -0.340], [2.758, -1.911, 0.466], [0.860, -2.429, -0.038], [0.130, -3.484, -0.724], [0.526, -4.673, -0.778], [0.077, -2.911, -1.744], [-1.460, -3.679, -0.062], [-2.016, -2.391, -0.116], [-2.764, -2.020, -1.470], [-2.133, -2.283, -2.392], [-3.586, -2.792, -1.520], [-3.194, -1.245, -1.452], [-2.910, -2.132, 0.979], [-2.958, -0.373, 1.207], [-1.858, 0.167, 1.382], [-1.972, 1.549, 1.997], [-3.193, 2.226, 1.543], [-4.406, 1.586, 1.238], [-4.121, 0.011, 1.124], [-5.214, -0.398, 0.900], [-5.328, 1.919, 1.004], [-3.293, 3.110, 1.690], [-1.200, 2.149, 1.959], [-0.789, -0.410, 1.706], [-2.306, -2.598, 1.900], [-3.749, -2.663, 0.927], [-1.904, -4.297, -0.870], [-1.458, -3.947, 0.904], [1.097, -3.061, 1.099], [0.293, -1.659, 0.369], [5.476, 1.884, 1.572], [5.753, 0.090, 1.279], [5.732, 1.397, 0.080]],
  "homo_ha": -0.2946,
  "homo_lumo_gap_ha": 0.292,
  "e_tot_ha": -4177.323320,
  "e_above_lowest_kj_mol": 1862.20,
  "multiplicity": 1
}

***

{
  "formula": "C14H10AlBrF9O",
  "method": "ωB97M-V/def2-TZVPD",
  "species": ["C", "C", "C", "H", "C", "C", "H", "H", "H", "H", "Al", "Br", "C", "C", "C", "H", "C", "C", "H", "H", "H", "H", "F", "C", "F", "F", "C", "O", "C", "F", "F", "F", "C", "F", "F", "F"],
  "xyz": [[-1.379, -0.335, -1.198], [-1.371, -0.992, 0.106], [-1.757, -0.018, 1.069], [-1.402, -2.065, 0.283], [-2.053, 1.176, 0.388], [-1.816, 1.008, -0.977], [-2.010, 1.735, -1.758], [-1.480, -0.871, -2.160], [-1.952, -0.234, 2.129], [-2.442, 2.078, 0.885], [0.713, -0.621, -0.760], [1.087, -2.500, -2.111], [2.391, 0.650, -3.781], [1.280, 1.430, -4.201], [0.303, 0.549, -4.752], [1.239, 2.515, -4.237], [0.811, -0.765, -4.696], [2.120, -0.709, -4.112], [2.849, -1.532, -4.052], [3.355, 1.027, -3.418], [-0.610, 0.849, -5.258], [0.338, -1.654, -5.108], [3.796, -2.215, 1.688], [3.359, -0.948, 1.857], [3.971, -0.432, 2.967], [3.797, -0.215, 0.796], [1.787, -0.839, 1.929], [1.171, -1.410, 0.825], [1.279, -1.573, 3.249], [1.703, -1.016, 4.418], [-0.085, -1.558, 3.280], [1.680, -2.868, 3.256], [1.479, 0.662, 1.889], [2.425, 1.491, 2.332], [1.342, 1.031, 0.486], [0.305, 1.000, 2.450]],
  "homo_ha": -0.1064,
  "homo_lumo_gap_ha": 0.191,
  "e_tot_ha": -4330.056033,
  "e_above_lowest_kj_mol": 14.80,
  "total_charge": -1,
  "multiplicity": 1
}

***

{
  "formula": "C24H60Cl5N4O8Tl",
  "method": "ωB97M-V/def2-TZVPD",
  "species": ["Tl", "Cl", "Cl", "Cl", "Cl", "Cl", "C", "O", "C", "C", "N", "C", "C", "O", "C", "H", "H", "H", "H", "H", "H", "H", "H", "H", "H", "H", "H", "H", "H", "H", "C", "O", "C", "C", "N", "C", "C", "O", "C", "H", "H", "H", "H", "H", "H", "H", "H", "H", "H", "H", "H", "H", "H", "H", "C", "O", "C", "C", "N", "C", "C", "O", "C", "H", "H", "H", "H", "H", "H", "H", "H", "H", "H", "H", "H", "H", "H", "H", "C", "O", "C", "C", "N", "C", "C", "O", "C", "H", "H", "H", "H", "H", "H", "H", "H", "H", "H", "H", "H", "H", "H", "H"],
  "xyz": [[24.418, 25.690, 15.831], [20.699, 24.849, 15.086], [26.805, 23.508, 17.246], [23.036, 26.702, 12.707], [25.833, 28.918, 14.978], [21.858, 28.286, 16.263], [27.177, 27.189, 18.372], [25.761, 26.790, 18.347], [25.334, 26.534, 19.674], [23.758, 26.436, 19.608], [23.420, 25.219, 18.791], [21.968, 25.049, 18.660], [21.272, 24.588, 19.868], [21.906, 23.369, 20.272], [21.309, 22.739, 21.470], [27.311, 28.078, 18.989], [27.489, 27.208, 17.328], [27.806, 26.381, 18.744], [25.699, 27.197, 20.458], [25.740, 25.567, 19.969], [23.368, 27.288, 19.052], [23.231, 26.470, 20.562], [23.681, 24.462, 19.406], [21.819, 24.366, 17.823], [21.562, 25.975, 18.255], [20.250, 24.431, 19.524], [21.394, 25.431, 20.548], [20.347, 22.299, 21.206], [21.159, 23.499, 22.236], [21.930, 21.978, 21.943], [23.094, 22.128, 16.850], [23.452, 22.808, 15.668], [23.519, 21.844, 14.640], [23.513, 22.590, 13.241], [24.464, 23.761, 13.247], [25.783, 23.310, 12.892], [26.793, 24.470, 13.019], [26.758, 25.167, 14.331], [27.969, 25.852, 14.458], [23.042, 22.816, 17.694], [23.889, 21.437, 17.131], [22.158, 21.573, 16.793], [22.773, 21.049, 14.660], [24.411, 21.219, 14.679], [22.488, 22.952, 13.166], [23.786, 21.866, 12.474], [24.115, 24.446, 12.592], [25.707, 23.073, 11.831], [26.136, 22.584, 13.624], [26.482, 25.182, 12.254], [27.790, 24.111, 12.762], [28.162, 26.625, 13.715], [28.785, 25.160, 14.248], [28.250, 26.158, 15.466], [22.500, 34.610, 12.034], [22.808, 33.852, 13.221], [22.293, 34.398, 14.381], [22.626, 33.755, 15.726], [22.877, 32.331, 15.518], [23.500, 31.542, 16.616], [24.866, 32.003, 17.171], [25.848, 32.182, 16.134], [27.002, 32.754, 16.667], [23.107, 34.229, 11.213], [22.757, 35.660, 12.172], [21.457, 34.487, 11.740], [21.223, 34.537, 14.232], [22.627, 35.433, 14.311], [22.122, 34.007, 16.659], [23.654, 34.067, 15.911], [22.058, 31.828, 15.207], [23.409, 30.520, 16.248], [22.741, 31.736, 17.374], [25.269, 31.280, 17.880], [24.773, 32.946, 17.711], [26.816, 33.691, 17.191], [27.850, 32.752, 15.983], [27.440, 32.176, 17.481], [29.475, 26.870, 11.136], [28.660, 28.005, 11.311], [28.251, 28.675, 10.031], [27.445, 29.970, 10.372], [26.550, 29.799, 11.529], [25.313, 29.025, 11.100], [24.546, 29.739, 9.959], [24.168, 31.096, 10.300], [23.387, 31.691, 9.277], [30.026, 26.661, 12.053], [30.174, 26.970, 10.305], [28.784, 26.104, 10.783], [27.672, 27.992, 9.410], [29.042, 28.812, 9.294], [26.998, 30.418, 9.484], [28.209, 30.666, 10.717], [27.156, 29.146, 12.005], [24.731, 28.897, 12.013], [25.723, 28.040, 10.874], [23.652, 29.124, 9.855], [25.188, 29.695, 9.079], [23.156, 32.752, 9.375], [22.543, 31.120, 8.890], [24.078, 31.820, 8.444]],
  "homo_ha": -0.0962,
  "homo_lumo_gap_ha": 0.117,
  "e_tot_ha": -4244.457319,
  "total_charge": -2,
  "multiplicity": 1
}